1.
DFT (the ωB97M-V functional and the def2-TZVPD basis) results for a cluster of 2 separate species, C2H9NS2 in total.

XYZ file:
```
14
Properties=species:S:1:pos:R:3:mulliken_spin:R:1
S 0.637 1.461 -2.136 0.24
S -1.369 1.430 -2.228 0.22
H 0.837 2.793 -2.121 0.00
H -1.684 2.422 -3.090 0.00
C 1.329 -0.705 0.929 0.01
C -0.155 -0.470 0.670 0.01
N -0.996 -1.260 1.537 0.45
H 1.898 -1.149 0.110 0.00
H 1.777 0.270 1.102 0.01
H 1.501 -1.310 1.810 0.00
H -0.544 0.537 0.873 0.02
H -0.391 -0.718 -0.380 0.07
H -1.978 -1.035 1.419 -0.01
H -0.862 -2.264 1.505 -0.01
```

Values from the calculation:
Spin multiplicity   2
⟨S²⟩   0.76
Relative energy (zero: lowest compared OMol25 entry of this formula, charge and spin)   6.3 kcal/mol
Total charge   +1
LUMO (spin up / spin down)   -3.6 / -8.8 eV
Frontier orbital gap (spin up / spin down)   10.305 / 3.462 eV
E_HOMO (spin up / spin down)   -0.51220 / -0.45006 Eh

2.
DFT (the ωB97M-V functional and the def2-TZVPD basis) results for a structure of composition C17H20N4O2S.

XYZ file:
```
44
Properties=species:S:1:pos:R:3:nbo_charge:R:1
C 1.122 -0.044 6.192 -0.29
H 0.100 -0.147 6.368 0.19
O 1.520 -0.540 4.776 -0.51
C 0.807 -0.007 3.823 0.27
C -0.169 1.158 3.965 -0.30
C -0.897 1.390 2.916 -0.21
C -0.687 0.800 1.729 -0.13
C 0.568 -0.069 1.480 -0.16
C 1.247 -0.560 2.627 0.31
O 2.032 -1.512 2.299 -0.53
C 3.028 -2.276 3.299 -0.21
H 3.704 -2.833 2.831 0.18
H 3.473 -1.149 3.830 0.20
H 2.340 -2.733 4.026 0.21
H 0.796 -0.461 0.524 0.23
C -1.285 1.212 0.480 0.03
N -1.113 0.904 -0.752 -0.25
N -1.804 1.382 -1.643 -0.17
C -1.863 1.346 -3.200 0.32
N -2.909 2.110 -3.326 -0.22
N -3.215 2.929 -2.217 -0.33
C -2.614 2.180 -1.168 0.07
S -2.423 2.438 0.415 0.47
C -1.357 0.337 -4.025 -0.42
C -1.289 -0.942 -3.985 -0.20
C -0.720 -1.615 -2.880 -0.46
C 0.652 -1.246 -3.006 -0.37
C 1.159 0.038 -3.229 -0.38
C 0.145 0.704 -4.131 -0.36
H 0.306 1.831 -4.260 0.24
H 0.634 0.327 -5.254 0.18
H 0.901 0.671 -2.145 0.15
H 2.108 0.257 -3.375 0.22
H 0.993 -1.744 -3.948 0.18
H 1.339 -1.795 -2.220 0.20
H -0.885 -1.357 -1.930 0.22
H -0.798 -2.573 -2.805 0.22
H -2.799 -1.341 -3.645 0.05
H -1.325 -1.543 -4.834 0.25
H -1.725 0.645 -4.945 0.28
H -1.772 2.091 2.901 0.22
H -0.483 1.107 5.035 0.22
H 1.844 -0.523 7.031 0.22
H 1.313 1.151 6.376 0.20
```

Values from the calculation:
Spin multiplicity   1
Relative energy (zero: lowest compared OMol25 entry of this formula, charge and spin)   437.3 kcal/mol
LUMO   0.1 eV
Frontier orbital gap   7.854 eV
E_HOMO   -0.28455 Eh

3.
DFT (the ωB97M-V functional and the def2-TZVPD basis) results for a structure of composition C20H24N5O2SV.

XYZ file:
```
53
Properties=species:S:1:pos:R:3:mulliken_spin:R:1
V -0.464 0.304 0.256 2.62
C 1.730 -1.068 4.911 0.00
C 0.639 -0.348 4.448 0.01
C 0.379 -0.279 3.090 0.03
C 1.217 -0.930 2.178 -0.05
C 2.313 -1.656 2.650 0.00
C 2.561 -1.720 4.010 0.00
N 0.920 -0.800 0.809 -0.09
N 1.680 -1.437 -0.038 0.47
C 1.330 -1.130 -1.336 -0.05
C 2.029 -1.685 -2.412 0.06
C 1.681 -1.321 -3.699 -0.02
C 0.654 -0.406 -3.917 0.08
C -0.040 0.147 -2.841 -0.03
C 0.272 -0.206 -1.533 -0.04
H 1.926 -1.127 5.974 0.00
H -0.016 0.153 5.149 0.00
H -0.493 0.267 2.734 0.00
H 2.944 -2.161 1.934 0.01
H 3.410 -2.287 4.372 0.00
H 2.832 -2.386 -2.218 0.00
H 2.213 -1.743 -4.541 0.00
H 0.394 -0.124 -4.930 0.00
H -0.835 0.863 -3.032 0.01
O -1.814 -1.136 0.363 0.00
S -1.871 -2.237 -0.694 0.01
C -3.124 -3.409 -0.056 0.00
C -4.454 -3.090 -0.732 0.00
C -4.104 -2.623 -2.144 0.00
C -3.003 -1.590 -1.970 0.01
H -3.122 -3.301 1.027 0.00
H -2.767 -4.404 -0.322 0.00
H -4.971 -2.294 -0.192 0.00
H -5.100 -3.967 -0.743 0.00
H -4.962 -2.194 -2.659 0.00
H -3.745 -3.468 -2.736 0.00
H -3.375 -0.661 -1.535 0.00
H -2.430 -1.374 -2.870 0.00
C 2.240 5.277 0.151 0.00
N 1.352 4.133 0.119 0.01
C -0.003 4.188 -0.406 0.01
C -0.445 2.753 -0.185 -0.03
O -1.517 2.214 -0.438 -0.01
N 0.567 2.062 0.393 -0.02
C 1.591 2.899 0.581 0.01
N 2.709 2.525 1.187 0.00
H 2.052 5.895 -0.725 0.00
H 3.278 4.952 0.110 0.00
H 2.090 5.882 1.048 0.00
H -0.027 4.461 -1.462 0.00
H -0.632 4.887 0.149 0.00
H 2.822 1.554 1.435 0.00
H 3.489 3.147 1.290 0.00
```

Values from the calculation:
Spin multiplicity   4
⟨S²⟩   3.79
Relative energy (zero: lowest compared OMol25 entry of this formula, charge and spin)   12.5 kcal/mol
Total charge   +1
LUMO (spin up / spin down)   -2.6 / -2.9 eV
Frontier orbital gap (spin up / spin down)   6.754 / 7.657 eV
E_HOMO (spin up / spin down)   -0.34341 / -0.38854 Eh

4.
DFT (the ωB97M-V functional and the def2-TZVPD basis) results for a structure of composition C3H4LiMnO4.

XYZ file:
```
13
Properties=species:S:1:pos:R:3:mulliken_spin:R:1
H -0.342 0.102 3.263 -0.02
C 0.179 0.261 2.309 -0.14
C 1.154 1.365 2.411 -0.01
O -0.122 1.660 1.856 0.01
H 1.333 1.851 3.375 0.00
H 1.990 1.434 1.707 0.01
O -0.351 0.237 -0.851 0.06
C -0.541 -0.641 -1.758 -0.01
O -0.481 -0.551 -2.968 0.01
Li -0.543 1.877 0.023 -0.01
H 0.244 -2.368 -2.064 0.00
Mn 0.140 -1.053 0.671 5.11
O -0.061 -1.848 -1.249 0.00
```

Values from the calculation:
Spin multiplicity   6
⟨S²⟩   8.76
Relative energy (zero: lowest compared OMol25 entry of this formula, charge and spin)   26.0 kcal/mol
Total charge   +1
LUMO (spin up / spin down)   -4.1 / -5.3 eV
Frontier orbital gap (spin up / spin down)   9.581 / 9.034 eV
E_HOMO (spin up / spin down)   -0.50127 / -0.52497 Eh

5.
DFT (the ωB97M-V functional and the def2-TZVPD basis) results for an isolated molecule of C3H4FN.

XYZ file:
```
9
Properties=species:S:1:pos:R:3:nbo_charge:R:1
N -1.572 1.271 -1.481 -0.27
C -0.924 0.334 -1.256 0.26
C 0.235 -0.291 -0.555 -0.55
C 0.233 -0.136 0.944 0.06
F -0.374 1.048 1.193 -0.36
H 1.177 0.081 -0.969 0.25
H 0.233 -1.393 -0.730 0.24
H -0.371 -0.953 1.482 0.18
H 1.363 0.040 1.370 0.18
```

Values from the calculation:
Spin multiplicity   1
Relative energy (zero: lowest compared OMol25 entry of this formula, charge and spin)   12.7 kcal/mol
LUMO   0.7 eV
Frontier orbital gap   12.433 eV
E_HOMO   -0.43031 Eh

6.
DFT (the ωB97M-V functional and the def2-TZVPD basis) results for an isolated molecule of C2H7INP.

XYZ file:
```
12
Properties=species:S:1:pos:R:3:mulliken_spin:R:1
C -0.170 -1.341 0.772 0.09
C -0.805 -0.370 -0.226 -0.03
N -0.260 0.862 0.237 0.98
P 0.909 2.123 -0.989 0.92
I 2.461 0.498 -1.777 0.07
H -0.409 -1.023 1.766 -0.01
H -0.677 -2.273 0.617 0.01
H 0.891 -1.524 0.508 0.00
H -0.582 -0.521 -1.212 0.01
H -1.850 -0.466 -0.259 0.01
H -1.048 1.485 0.421 -0.06
H 1.539 2.551 0.142 0.02
```

Values from the calculation:
Spin multiplicity   3
⟨S²⟩   2.01
LUMO (spin up / spin down)   0.4 / -2.0 eV
Frontier orbital gap (spin up / spin down)   5.923 / 7.094 eV
E_HOMO (spin up / spin down)   -0.20463 / -0.33460 Eh

Largest force on an atom across the listed records, respectively: 0.0297; 0.2894; 0.0291; 0.1136; 0.0601; 0.0622 hartree/bohr.
M across the listed records, respectively: 111.23; 344.44; 449.46; 165.94; 73.07; 202.96 g mol⁻¹.
E_tot across the listed records, respectively: -932.3697; -1426.8800; -2542.7774; -1575.9703; -271.2830; -774.0446 hartree.